[1]
12
Properties=species:S:1:pos:R:3:forces:R:3 method="wB97M-V/def2-TZVPD" homo_lumo_gap_ev=8.08 smiles="C/C(=N/S)NS" e_lumo_ev=0.30
C -0.9346 -1.2933 0.5321 -3.08 -3.54 1.06
C -0.0820 -0.3404 -0.0945 0.76 4.24 -2.59
N 0.0928 -0.2595 -1.3948 -2.49 -2.97 5.12
S 0.9040 0.8584 -2.1481 2.86 -0.07 -3.92
N 0.2259 0.6381 0.9026 0.90 -2.34 2.43
S 0.2928 2.3426 0.6962 -0.43 -0.84 0.52
H -1.5978 -0.7506 1.5175 1.90 -2.01 -3.24
H -0.1215 -2.1828 1.0115 -3.04 1.98 -1.45
H -1.7665 -1.5720 -0.4762 2.61 -0.06 3.70
H 1.2576 -0.1740 -3.2187 -0.44 2.51 1.59
H 0.1432 -0.0535 1.9008 0.57 3.99 -3.16
H 1.5862 2.7871 0.7716 -0.11 -0.90 -0.06

=====

[2]
19
Properties=species:S:1:pos:R:3:forces:R:3 method="wB97M-V/def2-TZVPD" homo_lumo_gap_ev=8.90 e_lumo_ev=0.85
C -2.0356 -1.0313 -0.6655 -0.10 -0.08 -0.05
C -0.8172 -0.2491 -0.1511 0.00 0.03 0.06
C -1.3340 0.9296 0.6834 0.00 0.07 0.06
C -0.0146 -1.1612 0.7784 -0.09 -0.24 -0.57
O 1.2469 -1.4537 0.2440 -0.34 -0.13 0.04
C 1.7476 -0.2470 0.8388 0.16 0.13 0.06
C 2.3124 0.6962 -0.2152 -0.09 0.02 0.04
H -2.6392 -0.3286 -1.2496 0.01 -0.16 0.03
H -1.7758 -1.8697 -1.3185 0.07 0.08 0.17
H -2.6533 -1.4009 0.1599 0.16 0.02 -0.08
H -0.2443 0.0868 -1.0267 -0.05 -0.02 0.18
H -1.7125 0.5398 1.6355 0.01 0.13 -0.11
H -2.1513 1.4536 0.1766 0.15 -0.09 0.03
H -0.5457 1.6585 0.9048 -0.11 -0.09 -0.05
H 0.8680 0.0958 1.4709 0.56 0.73 -0.07
H 2.4852 -0.4770 1.6141 -0.08 -0.27 -0.18
H 1.5567 1.0919 -0.8986 0.04 -0.06 0.20
H 3.0302 0.1327 -0.8242 -0.15 0.06 0.17
H 2.8511 1.5362 0.2352 -0.16 -0.12 0.07

=====

[3]
7
Properties=species:S:1:pos:R:3:forces:R:3 method="wB97M-V/def2-TZVPD" homo_lumo_gap_ev="6.95 / 7.66" e_lumo_ev="0.40 / -2.97" multiplicity=3
C 0.6787 -0.1833 0.0997 0.63 -2.27 -0.23
O 3.0981 0.8189 0.0241 0.81 1.23 0.06
O 1.3459 -0.7409 -0.9619 -1.20 -0.31 -0.48
O -0.3073 -0.8817 0.6425 0.55 1.63 1.49
S 2.4158 -0.4033 0.2856 1.37 -0.96 0.75
H -0.0950 1.3200 0.0187 -1.31 1.97 -0.07
H -0.7776 -1.3997 0.0260 -0.86 -1.30 -1.53